1.
Computed, not measured: 2 unconnected molecules or ions with the total composition C5H11NO, with ωB97M-V/def2-TZVPD.

Computed properties:
energy relative to the best compared isomer or geometry (same formula, charge and spin): 61.5 kcal per mole
gap between HOMO and LUMO (alpha / beta): 3.53 / 5.32 eV
energy: -326.9769 a.u.
multiplicity: 2
total charge: -1
E_HOMO (alpha / beta): 0.07 / -1.76 eV

The geometry in XYZ format:
```
18
Properties=species:S:1:pos:R:3:forces:R:3:mulliken_spin:R:1
C 0.1285 -2.1132 1.2107 1.5196 0.5419 0.4350 -0.016
N -2.0581 -0.0128 0.1273 -0.4691 -0.5315 1.7618 -0.047
C -0.6473 0.0273 0.0046 1.3387 1.2987 -0.1284 0.540
C 0.3562 -0.8901 0.3043 0.8837 0.2634 -0.1873 -0.030
C 1.7213 -0.6308 -0.2303 -2.1436 -1.5902 1.0158 0.135
C 2.0304 0.2092 -1.2900 0.4247 0.2061 0.3085 0.436
H 0.1107 -3.0861 0.7262 -0.9019 -0.1622 -0.3777 0.003
H 1.0523 -2.2690 1.8116 -0.2661 0.4639 -0.1266 0.001
H -0.6459 -1.9461 1.9780 -0.1328 -0.3483 -0.5598 0.006
H -2.3186 -0.6186 0.9039 -0.4075 0.0155 -0.2833 0.014
H -2.6640 -0.1837 -0.6599 0.4739 -0.2740 -0.2984 0.009
H -0.2376 1.0532 0.0665 -0.3990 -0.3355 -0.8289 -0.013
H 2.4413 -1.4040 0.0764 -0.1407 0.0205 -0.2954 -0.056
H 1.6397 1.2243 -1.3112 -0.1473 -0.2795 -0.6407 0.021
H 2.7675 -0.1559 -2.0026 0.3648 0.6561 0.1606 -0.013
H -0.8371 3.1272 -1.0702 0.0438 -0.2755 0.0058 0.000
H -1.6799 4.2250 -0.4237 -0.0363 0.0360 -0.0680 0.000
O -1.1595 3.4442 -0.2217 -0.0049 0.2944 0.1070 0.010
```
Forces are in eV/Å.

2.
Computed, not measured: a single C5H8O molecule, with ωB97M-V/def2-TZVPD.

Computed properties:
energy relative to the best compared isomer or geometry (same formula, charge and spin): 83.0 kcal per mole
gap between HOMO and LUMO: 10.23 eV
energy: -270.4256 a.u.
total charge: 0
E_HOMO: -9.44 eV

The geometry in XYZ format:
```
14
Properties=species:S:1:pos:R:3:forces:R:3:lowdin_charge:R:1
C 1.1043 0.7432 -0.9038 0.0347 0.0391 -0.0763 -0.118
C -0.2224 -1.8343 -0.8434 -0.4171 0.0553 -0.0319 0.068
C 0.6912 0.6427 0.5799 0.0297 0.0434 0.0227 -0.248
C -0.7301 0.1290 0.8443 0.0711 -0.0483 -0.0598 -0.184
C -1.0272 -1.2376 0.2738 0.0076 0.0058 0.2889 -0.284
O -1.3514 -1.2820 -1.1507 0.2430 -0.2895 -0.1055 -0.001
H 1.8357 -0.0273 -1.1626 -0.0972 0.1156 -0.0126 0.068
H 1.5480 1.7191 -1.1222 0.0098 -0.1534 0.0518 0.069
H 0.2641 0.6149 -1.5903 0.0560 0.1380 0.1151 0.062
H 1.3944 -0.0085 1.1086 -0.0467 0.0979 -0.0288 0.108
H 0.7782 1.6317 1.0373 -0.0238 -0.0962 0.0571 0.099
H -0.9031 0.0757 1.9246 0.0381 0.0135 -0.1052 0.113
H -1.4651 0.8427 0.4531 0.0244 -0.0631 -0.0260 0.122
H -1.6516 -1.9174 0.8508 0.0706 0.1419 -0.0896 0.124
```
Forces are in eV/Å.

3.
Computed, not measured: a single C4H8N2O molecule, with ωB97M-V/def2-TZVPD.

Computed properties:
energy relative to the best compared isomer or geometry (same formula, charge and spin): 48.8 kcal per mole
gap between HOMO and LUMO: 10.62 eV
energy: -341.9258 a.u.
total charge: 0
E_HOMO: -9.81 eV

The geometry in XYZ format:
```
15
Properties=species:S:1:pos:R:3:forces:R:3:lowdin_charge:R:1
C 0.7033 -1.2752 1.7421 0.0888 -0.0266 0.1198 -0.120
N -0.1451 -0.8997 0.6227 -0.1973 0.0708 -0.0452 -0.102
C 0.3019 0.1554 -0.2570 0.0090 0.0492 -0.2389 -0.313
C -0.5429 0.1248 -1.5934 0.1353 -0.4003 0.0502 -0.199
O -1.1504 1.3267 -2.0022 0.1767 0.1384 0.0790 -0.068
C 0.2065 1.5435 0.2674 -0.1854 0.9206 0.2885 -0.164
N 0.0248 2.6642 0.4968 0.2911 -1.0498 -0.0164 0.165
H 1.6476 -1.6946 1.3801 -0.1051 0.1383 -0.0392 0.082
H 0.9282 -0.4675 2.4526 -0.0135 0.0347 -0.1236 0.079
H 0.1970 -2.0699 2.2934 0.0468 0.0713 -0.0358 0.081
H -1.0942 -0.7176 0.9276 0.0478 -0.0491 -0.0320 0.121
H 1.3655 -0.0187 -0.4683 -0.2301 0.0224 -0.0637 0.148
H -1.3415 -0.6071 -1.4273 0.1473 0.1092 0.0132 0.116
H 0.0997 -0.2756 -2.3942 -0.1166 0.1903 0.2075 0.119
H -0.7729 2.0898 -1.5358 -0.0948 -0.2195 -0.1634 0.056
```
Forces are in eV/Å.

4.
Computed, not measured: a molecular structure, C2H4OS3, with ωB97M-V/def2-TZVPD.

Computed properties:
energy relative to the best compared isomer or geometry (same formula, charge and spin): 16.2 kcal per mole
gap between HOMO and LUMO (alpha / beta): 9.48 / 7.11 eV
energy: -1348.2478 a.u.
multiplicity: 3
total charge: 0
E_HOMO (alpha / beta): -9.21 / -9.37 eV

The geometry in XYZ format:
```
10
Properties=species:S:1:pos:R:3:forces:R:3:mulliken_spin:R:1
C -0.2111 0.1657 0.6524 0.9342 1.4840 0.5000 -0.016
C -1.1947 -0.1067 -0.3723 -0.7480 0.7886 -3.2623 0.002
O 1.3786 -0.0043 -1.4268 0.2342 0.1992 -1.5347 0.014
S 2.9531 -1.8177 0.7209 0.2099 -0.3130 0.1112 1.829
S 0.4956 1.8544 0.7823 -0.2032 0.9992 -0.5082 0.139
S 1.4679 0.2393 -0.0145 0.3415 -0.7851 1.8400 0.034
H -0.5255 -0.0344 1.6491 0.4988 -1.1697 0.6493 0.002
H -1.8771 0.7413 -0.4310 -0.4373 -0.1455 0.2891 -0.002
H -1.7448 -1.0021 -0.0722 0.0725 -0.0659 -0.7397 -0.001
H -0.7420 -0.0356 -1.4879 -0.9026 -0.9919 2.6553 0.000
```
Forces are in eV/Å.

5.
Computed, not measured: a single C12H16N2 molecule, with ωB97M-V/def2-TZVPD.

Computed properties:
energy relative to the best compared isomer or geometry (same formula, charge and spin): 56.2 kcal per mole
gap between HOMO and LUMO: 9.79 eV
energy: -576.2904 a.u.
total charge: 0
E_HOMO: -8.87 eV

The geometry in XYZ format:
```
30
Properties=species:S:1:pos:R:3:forces:R:3:lowdin_charge:R:1
C -1.9426 -2.4291 0.1412 -0.3632 1.2907 1.0573 -0.093
C -2.9477 -0.3301 -0.0993 -4.0758 -1.6032 -0.8053 -0.254
C -2.6920 1.1227 -0.3357 1.1133 1.2784 1.1620 -0.142
C -1.1655 1.1547 -0.3172 1.3220 1.3104 2.0716 -0.266
C -0.4940 2.2651 0.6134 -0.2418 0.9038 -4.9341 -0.112
C 1.0396 2.2072 0.2234 -1.5545 0.3289 -0.1557 -0.122
C 1.4715 0.7678 -0.0752 -0.7474 1.0306 0.1130 -0.170
C 2.7995 0.5954 -0.3975 2.0273 -0.9963 -0.1670 -0.047
C 3.4213 -0.6381 -0.2840 -3.1005 -0.2578 0.9508 -0.082
C 1.3892 -1.5772 0.2656 -2.6751 1.2135 0.0888 -0.112
C 0.6527 -0.3461 0.0604 4.3603 -1.5859 -0.0656 -0.106
C -0.7391 -0.2184 0.2155 -3.4873 0.7912 0.2679 -0.283
H -1.3127 -2.9693 -0.4724 1.4890 -2.1742 -0.3403 0.051
H -1.7998 -2.4991 1.2671 0.5880 0.3432 -1.1542 0.110
H -2.9498 -2.8250 0.0585 -0.2761 0.3152 -0.6802 0.073
H -3.1866 -0.5617 0.9841 0.2619 0.6151 -0.6990 0.122
H -3.9654 -0.7300 -0.6491 2.6265 0.7868 0.9763 0.166
H -3.1005 1.7606 0.4824 0.1826 -0.4662 -0.5190 0.125
H -2.9350 1.6027 -1.2586 -1.0179 -0.3010 -0.7468 0.104
H -0.6923 1.3638 -1.2988 -0.5783 -0.5446 0.2628 0.157
H -0.7689 2.1734 1.6315 -0.0934 0.0124 1.0072 0.092
H -0.9062 3.2253 0.0798 0.6307 -1.2651 1.8044 0.139
H 1.6340 2.6713 1.0143 0.2140 -0.4514 0.0408 0.112
H 1.1906 2.8929 -0.6494 -0.0830 -0.7797 0.4478 0.125
H 3.4097 1.4380 -0.7030 -0.0749 0.1777 0.2472 0.113
H 4.4798 -0.7247 -0.3754 0.4573 -0.4914 -0.2138 0.090
H 0.8809 -2.4442 0.6758 -0.3978 -0.0548 -0.2888 0.110
H -0.9377 -0.2351 1.3213 -0.2969 -0.0470 -0.4270 0.175
N -1.7598 -1.0837 -0.4720 -0.4759 -0.0685 1.6944 -0.119
N 2.6460 -1.7137 0.1618 4.2670 0.6892 -0.9954 0.048
```
Forces are in eV/Å.

6.
Computed, not measured: a molecular structure, C18H27Cl2N2O4Tm, with ωB97M-V/def2-TZVPD.

Computed properties:
gap between HOMO and LUMO (alpha / beta): 5.47 / 5.18 eV
energy: -3118.1304 a.u.
multiplicity: 3
total charge: 0
E_HOMO (alpha / beta): -5.31 / -5.03 eV

The geometry in XYZ format:
```
54
Properties=species:S:1:pos:R:3:forces:R:3:mulliken_spin:R:1
O -1.7205 0.2632 3.5010 -0.2035 -0.8597 0.1126 0.000
C -2.0503 -0.8916 3.2913 0.4452 0.1808 -1.7097 0.001
C -1.2112 -2.0844 3.5949 0.3387 -0.0496 0.0775 0.011
C 0.1770 -1.9315 3.7634 -0.1169 -0.0879 0.3397 -0.003
H 0.7035 -1.1057 3.2772 -0.2782 -0.0476 0.5304 0.000
C 0.8698 -2.8762 4.5163 -0.1342 0.1216 0.1700 0.000
H 1.9179 -2.7075 4.7450 -0.1012 -0.0890 -0.1159 0.000
C 0.2034 -3.9847 5.0505 -0.0523 0.0761 -0.7294 -0.002
H 0.7040 -4.6577 5.7383 0.0242 0.0398 -0.1455 0.000
C -1.0744 -4.2920 4.5780 0.0483 0.2207 0.1449 0.003
H -1.5281 -5.2391 4.8555 -0.0248 0.1519 -0.1404 0.000
C -1.7759 -3.3518 3.8230 -0.0393 0.3090 0.1189 -0.009
H -2.7554 -3.5863 3.4021 0.0510 0.1649 0.4488 -0.002
H -2.9699 -1.0808 2.6757 0.0392 -0.1448 0.6621 0.000
C -2.8610 -2.6586 -0.8718 -0.7209 -1.0377 -1.7078 -0.109
C -1.3668 -2.7731 -0.9890 -1.9293 0.5916 3.4716 0.417
H -3.2941 -3.6285 -0.5252 0.0360 0.5746 -0.3417 0.016
H -3.3070 -2.4006 -1.8474 -0.2692 -0.1275 0.1664 0.013
H -3.2527 -1.8756 -0.1725 0.6530 -0.3473 -0.2153 0.043
C -0.5125 -3.6438 -0.4411 0.9199 -1.8069 0.2583 -0.367
C -0.1256 -5.0190 -0.9462 -1.0926 0.0015 0.1434 0.023
H -0.0486 -3.5547 0.5634 0.7317 1.2263 -0.7047 0.036
H -0.3240 -5.7308 -0.1262 0.0601 -0.2160 -0.4538 -0.014
H 0.9441 -5.0811 -1.1881 -0.2444 0.1453 0.0079 -0.012
H -0.7326 -5.2018 -1.8432 0.2842 -0.4811 0.1854 -0.004
Tm -0.0583 -1.0079 -1.0484 1.7166 0.0554 0.3148 1.955
Cl 1.9018 -1.4122 0.5312 0.2926 0.2002 0.0549 -0.007
Cl -0.1588 -1.8835 -3.3455 0.3027 0.0909 -1.2115 0.014
C 2.2158 0.5977 -2.5666 -1.6747 0.2962 0.6584 -0.001
O 1.0290 0.7517 -2.1420 2.2416 0.1781 -0.6498 -0.002
N 2.8322 1.4724 -3.3603 -0.0815 0.0244 -0.6797 0.001
C 2.1194 2.6320 -3.9247 0.1777 -0.1985 0.0675 0.000
C 4.0930 1.0816 -4.0061 -0.1448 -0.1396 0.2210 0.000
H 2.8224 -0.2841 -2.2719 -0.3024 0.4035 -0.1268 0.000
H 1.2769 2.8854 -3.2735 0.2518 -0.0856 -0.2016 0.000
H 1.7512 2.4085 -4.9418 0.1030 -0.0087 0.4270 0.000
H 2.8239 3.4741 -3.9906 -0.2528 -0.2522 0.0949 0.000
H 4.5240 0.2944 -3.3766 0.1780 0.2359 -0.3181 0.000
H 4.7782 1.9393 -4.0747 -0.2589 -0.2897 0.1548 0.000
H 3.9295 0.6760 -5.0206 -0.0613 0.2116 0.3985 0.000
H -3.9298 2.6125 -2.7226 0.0689 -0.2425 0.1532 0.000
H -4.7457 3.2558 -0.2423 0.1571 -0.2804 -0.0221 0.000
C -3.9492 1.5744 -2.3620 -0.0472 -0.0976 0.0804 0.000
C -4.6449 2.1813 -0.0351 0.0792 0.0363 0.0559 0.000
N -3.6743 1.5416 -0.9238 -0.0848 0.2973 0.1386 0.002
H -3.2047 0.9790 -2.8964 -0.1658 0.0890 0.1638 0.000
C -2.5976 0.9818 -0.3963 1.1120 -1.1879 -1.0231 -0.003
O -1.7422 0.3160 -1.0596 -2.1543 2.0243 1.0835 -0.003
H -4.2874 2.0381 0.9889 -0.2684 0.1517 -0.1235 0.000
H -2.4734 1.1024 0.6903 -0.0881 -0.0309 -0.2033 0.002
H -4.9567 1.1747 -2.5332 0.2800 -0.0030 -0.0207 0.000
H -5.6359 1.7212 -0.1450 0.2982 -0.0017 -0.0006 0.000
O 1.5789 2.1700 1.2951 -1.3699 -1.2015 -0.3228 0.000
C 0.7305 1.4467 1.0587 1.2706 1.2161 0.2627 -0.001
```
Forces are in eV/Å.

no.,F_max (eV/A)
1,2.9
2,0.4
3,1.1
4,3.4
5,5.0
6,4.0